Formula: C27H20BrN5O3PSSe2V
Source: OMol25
Level of theory: ωB97M-V with the def2-TZVPD basis set

Output
* spin multiplicity: 4
* ⟨S²⟩: 3.77
* net charge: -1
* E_HOMO (alpha / beta): -0.124 / -0.192 hartree
* LUMO level (alpha / beta): 0.0740 / 0.0769 Ha
* energy above the lowest of the compared OMol25 structures with the same formula, charge and spin: 61.44 kcal per mole

Atoms and positions in Å:
V  0.00  -0.19  0.98
Se  3.30  -0.78  -0.13
P  2.37  1.12  -0.33
Se  0.28  1.30  -0.93
C  2.68  2.15  1.17
C  1.86  3.24  1.45
C  2.15  4.07  2.53
C  3.25  3.80  3.33
C  4.07  2.72  3.05
C  3.79  1.89  1.97
C  3.33  2.16  -1.52
C  2.79  3.37  -1.96
C  3.52  4.19  -2.81
C  4.79  3.81  -3.22
C  5.33  2.61  -2.79
C  4.60  1.78  -1.94
H  0.99  3.43  0.83
H  1.50  4.90  2.75
H  3.47  4.45  4.17
H  4.93  2.51  3.67
H  4.41  1.04  1.75
H  1.79  3.65  -1.65
H  3.09  5.13  -3.15
H  5.36  4.46  -3.88
H  6.31  2.31  -3.12
H  5.00  0.84  -1.60
S  -2.80  -0.16  0.71
C  -2.85  -1.80  0.36
N  -2.64  -2.70  1.40
C  -2.69  -4.03  1.20
C  -3.02  -4.52  -0.02
C  -3.21  -3.58  -1.05
N  -3.16  -2.28  -0.86
H  -2.21  -2.32  2.24
H  -2.47  -4.66  2.06
H  -3.04  -5.58  -0.21
H  -3.42  -3.90  -2.06
N  0.55  -2.93  -1.67
C  0.62  -2.76  -0.32
O  0.19  -1.64  0.12
C  1.09  -3.82  0.48
C  1.51  -5.01  -0.13
N  1.82  -5.99  -0.67
C  1.13  -3.75  1.89
N  1.10  -3.77  3.04
H  1.18  -3.62  -2.05
H  0.48  -2.07  -2.19
Br  -0.93  -1.62  8.19
C  -0.34  -0.32  6.93
C  0.22  0.85  7.42
C  0.65  1.82  6.52
C  0.50  1.62  5.15
C  -0.06  0.43  4.69
C  -0.47  -0.55  5.58
C  -0.19  0.18  3.23
O  -0.56  -0.95  2.82
O  0.09  1.08  2.38
H  0.33  1.01  8.49
H  1.10  2.73  6.88
H  0.83  2.36  4.44
H  -0.87  -1.48  5.20

***

Formula: C27H20CaN3O10S
Source: OMol25
Level of theory: ωB97M-V with the def2-TZVPD basis set

Output
* net charge: -1
* E_HOMO: -0.189 hartree
* LUMO level: 0.0709 Ha
* energy above the lowest of the compared OMol25 structures with the same formula, charge and spin: 0.00 kcal per mole

Atoms and positions in Å:
Ca  0.46  -0.32  0.31
C  -2.05  3.03  1.92
C  -2.26  2.27  0.63
C  -3.08  1.14  0.60
C  -3.23  0.40  -0.57
C  -2.58  0.80  -1.73
C  -1.78  1.94  -1.72
C  -1.63  2.66  -0.54
H  -1.73  4.05  1.73
H  -1.28  2.55  2.53
H  -2.96  3.06  2.52
H  -3.60  0.83  1.50
H  -3.86  -0.48  -0.57
H  -2.68  0.22  -2.64
H  -1.25  2.24  -2.61
H  -0.98  3.54  -0.53
O  1.82  -1.20  1.80
S  1.13  -0.54  2.93
O  1.92  -0.30  4.09
O  0.41  0.65  2.37
O  -0.02  -1.53  3.38
O  -2.43  -7.59  -0.33
N  -1.99  -6.74  -1.08
O  -1.71  -6.97  -2.25
C  -1.66  -5.43  -0.53
C  -2.15  -5.16  0.72
C  -1.97  -3.94  1.36
C  -2.54  -3.63  2.65
C  -2.29  -2.46  3.25
C  -1.37  -1.49  2.62
N  -1.16  -1.69  1.22
C  -1.28  -2.90  0.71
C  -0.70  -3.20  -0.62
N  0.08  -2.21  -1.16
C  0.73  -2.43  -2.28
C  0.62  -3.64  -2.96
C  -0.16  -4.64  -2.46
C  -0.86  -4.45  -1.23
H  -2.73  -5.94  1.21
H  -3.20  -4.36  3.12
H  -2.73  -2.22  4.21
H  -1.71  -0.47  2.79
H  1.35  -1.61  -2.63
H  1.18  -3.79  -3.88
H  -0.24  -5.58  -2.98
O  2.98  0.43  -1.89
C  2.17  1.23  -1.42
O  0.91  0.98  -1.26
C  2.65  2.59  -1.00
C  2.08  3.29  0.06
C  2.56  4.55  0.44
C  3.58  5.07  -0.31
O  4.20  6.28  -0.15
C  5.22  6.34  -1.16
O  5.14  5.13  -1.93
C  4.14  4.38  -1.36
C  3.71  3.14  -1.73
H  1.27  2.85  0.62
H  2.14  5.09  1.28
H  6.20  6.40  -0.68
H  5.03  7.19  -1.81
H  4.16  2.58  -2.54

***

Formula: C27H20ClF6IrN2O5P
Source: OMol25
Level of theory: ωB97M-V with the def2-TZVPD basis set

Output
* net charge: +1
* E_HOMO (alpha / beta): -0.450 / -0.450 hartree
* LUMO level (alpha / beta): -0.2070 / -0.2069 Ha
* energy above the lowest of the compared OMol25 structures with the same formula, charge and spin: 64.72 kcal per mole

Atoms and positions in Å:
Ir  -0.46  0.13  0.21
O  4.10  -0.02  4.19
C  2.97  0.07  4.84
O  2.88  0.03  6.04
C  1.72  0.23  4.03
C  0.48  0.49  4.61
N  -0.43  0.54  3.63
N  0.14  0.32  2.44
C  1.44  0.14  2.65
C  2.34  -0.09  1.46
O  3.53  -0.29  1.63
O  1.73  -0.03  0.35
H  4.03  -0.06  3.19
H  0.27  0.64  5.65
H  -1.42  0.76  3.70
Cl  0.08  -0.28  -2.37
C  -1.13  -1.40  -2.89
C  -1.48  -1.46  -4.22
C  -2.48  -2.33  -4.62
C  -3.13  -3.12  -3.68
C  -2.76  -3.08  -2.35
C  -1.72  -2.24  -1.94
P  -1.13  -2.19  -0.23
C  -2.34  -3.17  0.69
C  -2.10  -4.48  1.11
C  -3.12  -5.19  1.72
C  -4.36  -4.60  1.92
C  -4.60  -3.30  1.51
C  -3.58  -2.58  0.91
C  0.46  -3.07  -0.17
C  1.07  -3.13  1.09
C  2.29  -3.75  1.23
C  2.91  -4.32  0.13
C  2.30  -4.27  -1.11
C  1.08  -3.63  -1.28
H  -0.98  -0.82  -4.93
H  -2.74  -2.39  -5.66
H  -3.93  -3.78  -3.99
H  -3.26  -3.69  -1.62
H  -1.14  -4.94  0.94
H  -2.95  -6.21  2.03
H  -5.15  -5.16  2.40
H  -5.56  -2.84  1.66
H  -3.74  -1.56  0.58
H  0.58  -2.68  1.94
H  2.76  -3.80  2.20
H  3.87  -4.80  0.24
H  2.77  -4.74  -1.97
H  0.62  -3.58  -2.25
C  -1.43  3.74  -0.89
C  -2.32  2.72  -0.17
O  -1.97  1.42  -0.37
C  -3.78  2.83  -0.72
F  -3.79  2.41  -1.99
F  -4.26  4.07  -0.69
F  -4.62  2.05  -0.03
C  -2.30  3.00  1.35
F  -2.82  1.97  2.06
F  -1.02  3.08  1.78
F  -2.92  4.11  1.72
H  -1.40  3.50  -1.94
H  -0.43  3.71  -0.47
H  -1.84  4.74  -0.76

***

Formula: C27H20F4NO
Source: OMol25
Level of theory: ωB97M-V with the def2-TZVPD basis set

Output
* net charge: +1
* E_HOMO: -0.387 hartree
* LUMO level: -0.2452 Ha

Atoms and positions in Å:
C  -3.35  3.81  0.13
C  -2.41  2.99  -0.73
N  -1.41  2.33  -0.05
C  -0.42  1.55  -0.65
C  0.89  1.49  0.04
C  1.12  2.27  1.18
C  2.36  2.25  1.87
C  3.43  1.44  1.35
C  4.68  1.45  2.02
C  4.87  2.22  3.16
C  3.81  3.02  3.67
C  2.58  3.03  3.03
C  3.19  0.67  0.19
C  1.97  0.70  -0.45
C  -0.67  0.88  -1.81
O  -2.55  2.94  -1.95
H  -3.20  3.67  1.21
H  -3.22  4.86  -0.12
H  -4.37  3.53  -0.13
H  -1.42  2.47  0.95
H  0.35  2.93  1.58
H  5.48  0.83  1.61
H  5.84  2.22  3.66
H  3.97  3.62  4.56
H  1.75  3.63  3.40
H  4.00  0.05  -0.21
H  1.82  0.10  -1.35
H  0.11  0.27  -2.25
H  -1.63  0.98  -2.30
F  -1.05  -3.67  -4.90
C  -1.93  -3.28  -3.92
C  -3.29  -3.23  -4.24
C  -4.14  -2.84  -3.20
F  -5.49  -2.77  -3.47
C  -3.70  -2.52  -1.93
C  -2.31  -2.57  -1.62
C  -1.93  -2.24  -0.30
C  -0.66  -2.31  0.34
C  -0.60  -1.93  1.72
C  0.61  -1.95  2.39
F  0.63  -1.59  3.72
C  1.82  -2.32  1.79
C  1.74  -2.68  0.45
F  2.91  -3.00  -0.20
C  0.56  -2.72  -0.27
C  -1.42  -2.96  -2.67
H  -3.65  -3.48  -5.23
H  -4.39  -2.22  -1.15
H  -2.75  -1.93  0.36
H  -1.52  -1.65  2.22
H  2.75  -2.31  2.33
H  0.60  -3.06  -1.29
H  -0.35  -2.98  -2.53

***

Formula: C27H20F6N6O6RuS2
Source: OMol25
Level of theory: ωB97M-V with the def2-TZVPD basis set

Output
* spin multiplicity: 5
* ⟨S²⟩: 6.04
* net charge: +2
* E_HOMO (alpha / beta): -0.502 / -0.520 hartree
* LUMO level (alpha / beta): -0.2470 / -0.2929 Ha

Atoms and positions in Å:
Ru  0.89  0.84  1.36
N  2.05  2.79  2.14
C  1.70  2.92  3.53
C  1.88  4.07  4.25
C  1.59  4.10  5.63
C  1.17  2.98  6.28
C  0.94  1.79  5.54
C  0.47  0.60  6.14
C  0.17  -0.49  5.37
C  0.30  -0.39  3.98
N  0.79  0.70  3.39
C  1.15  1.79  4.16
H  2.23  3.68  1.70
H  2.92  2.25  2.09
H  2.28  4.95  3.76
H  1.74  5.02  6.18
H  1.00  2.98  7.35
H  0.34  0.56  7.22
H  -0.19  -1.41  5.80
H  -0.02  -1.19  3.34
F  1.35  -3.53  -0.89
C  2.37  -3.28  -0.08
F  3.20  -2.41  -0.68
F  3.01  -4.39  0.20
S  1.72  -2.52  1.48
O  0.82  -1.47  0.98
O  1.14  -3.57  2.24
N  2.97  -1.93  2.23
S  3.60  -0.53  1.96
O  2.92  0.18  0.83
O  3.71  0.28  3.13
C  5.36  -0.81  1.38
F  5.51  -2.05  0.96
F  5.60  0.04  0.40
F  6.16  -0.57  2.40
C  -3.49  -5.05  -4.60
O  -3.40  -4.04  -5.62
C  -3.38  -2.76  -5.27
C  -3.33  -1.85  -6.34
C  -3.33  -0.51  -6.09
C  -3.33  -0.06  -4.75
C  -3.39  -0.96  -3.68
C  -3.41  -2.31  -3.94
N  -3.35  1.32  -4.59
N  -3.21  1.98  -3.61
C  -2.61  1.88  -2.37
C  -3.33  2.30  -1.26
C  -2.80  2.21  0.03
C  -1.50  1.75  0.19
O  -0.93  1.61  1.38
C  -0.73  1.42  -0.96
N  0.56  1.06  -0.70
C  1.36  0.75  -1.70
C  0.92  0.80  -3.03
C  -0.37  1.16  -3.31
C  -1.24  1.48  -2.25
H  -3.50  -5.99  -5.14
H  -4.42  -4.94  -4.04
H  -2.63  -5.01  -3.94
H  -3.32  -2.24  -7.35
H  -3.32  0.21  -6.89
H  -3.44  -0.61  -2.66
H  -3.48  -3.01  -3.12
H  -4.34  2.67  -1.40
H  -3.38  2.49  0.89
H  2.37  0.46  -1.45
H  1.62  0.56  -3.82
H  -0.71  1.21  -4.34

***

Formula: C27H20N4O5Rb
Source: OMol25
Level of theory: ωB97M-V with the def2-TZVPD basis set

Output
* net charge: -1
* E_HOMO: -0.132 hartree
* LUMO level: 0.0286 Ha
* energy above the lowest of the compared OMol25 structures with the same formula, charge and spin: 4.79 kcal per mole

Atoms and positions in Å:
Rb  -0.52  0.42  -0.60
O  -0.26  2.19  3.85
C  -1.15  1.53  4.62
C  -1.52  2.09  5.85
C  -2.43  1.44  6.67
C  -2.98  0.22  6.27
C  -2.61  -0.33  5.06
C  -1.70  0.30  4.21
C  -1.30  -0.30  2.90
O  -0.45  0.37  2.18
N  -1.85  -1.43  2.60
N  -1.35  -2.08  1.48
C  -2.01  -2.04  0.39
C  -3.20  -1.28  -0.02
C  -4.25  -0.97  0.85
C  -5.40  -0.33  0.40
C  -5.48  0.02  -0.96
C  -4.45  -0.26  -1.83
C  -3.25  -0.89  -1.41
O  -2.25  -1.07  -2.19
H  -0.17  1.57  3.04
H  -1.08  3.04  6.14
H  -2.71  1.88  7.61
H  -3.69  -0.29  6.91
H  -3.01  -1.27  4.73
H  -1.56  -2.61  -0.43
H  -4.15  -1.24  1.89
H  -6.20  -0.09  1.08
H  -6.37  0.52  -1.33
H  -4.52  0.02  -2.88
O  0.22  8.54  -3.67
C  -0.65  7.57  -3.29
O  -1.82  7.78  -3.27
C  -0.04  6.26  -2.91
C  1.19  5.83  -3.41
C  1.72  4.61  -3.04
C  1.02  3.79  -2.15
C  -0.24  4.19  -1.70
C  -0.76  5.41  -2.07
N  1.50  2.53  -1.71
C  2.75  2.38  -1.54
C  3.35  1.09  -1.13
C  4.74  0.98  -1.08
C  5.30  -0.23  -0.70
C  4.46  -1.27  -0.37
C  3.08  -1.07  -0.44
N  2.54  0.08  -0.82
H  1.12  8.26  -3.50
H  1.73  6.43  -4.13
H  2.65  4.27  -3.47
H  -0.82  3.52  -1.08
H  -1.74  5.73  -1.73
H  3.45  3.21  -1.67
H  5.36  1.83  -1.33
H  6.37  -0.34  -0.65
H  4.84  -2.23  -0.05
H  2.39  -1.85  -0.16

***

Formula: C27H21Cl72N4
Source: OMol25
Level of theory: ωB97M-V with the def2-TZVPD basis set

Output
* net charge: +1
* E_HOMO: -0.434 hartree
* LUMO level: -0.1000 Ha

Atoms and positions in Å:
N  1.38  0.61  -0.61
C  1.27  0.60  -1.86
N  0.66  -0.49  -2.57
N  1.73  1.66  -2.66
C  1.99  2.89  -1.91
C  0.71  3.54  -1.41
C  -0.29  3.85  -2.52
C  -1.37  2.78  -2.72
C  -2.06  2.31  -1.42
C  -3.39  3.02  -1.05
C  -4.50  2.46  -1.96
N  -3.79  1.32  -2.66
C  -2.66  0.91  -1.78
H  0.95  -0.25  -0.27
H  0.05  -0.08  -3.26
H  1.41  -0.94  -3.08
H  2.57  1.37  -3.14
H  2.44  3.59  -2.61
H  2.68  2.74  -1.09
H  1.04  4.49  -1.00
H  0.29  2.99  -0.58
H  -0.75  4.82  -2.36
H  0.26  3.93  -3.46
H  -0.98  1.93  -3.27
H  -2.15  3.23  -3.34
H  -1.46  2.13  -0.54
H  -3.35  4.09  -0.91
H  -3.62  2.58  -0.09
H  -4.99  3.15  -2.63
H  -5.30  1.96  -1.42
H  -4.49  0.59  -2.79
H  -3.54  1.60  -3.60
H  -2.02  0.21  -2.27
H  -3.15  0.56  -0.87
C  -1.36  3.66  2.59
Cl  -0.67  2.09  2.14
Cl  -0.77  4.14  4.17
Cl  -0.86  4.86  1.39
Cl  -3.13  3.54  2.62
C  -3.24  3.62  -6.50
Cl  -1.60  4.18  -6.16
Cl  -4.35  4.32  -5.30
Cl  -3.72  4.09  -8.12
Cl  -3.32  1.86  -6.34
C  3.07  2.87  5.63
Cl  2.08  2.36  4.26
Cl  4.70  3.25  5.06
Cl  2.35  4.31  6.35
Cl  3.15  1.57  6.82
C  5.04  -0.26  0.75
Cl  6.63  0.34  1.22
Cl  3.79  0.56  1.70
Cl  4.78  0.06  -0.97
Cl  4.95  -2.00  1.04
C  2.30  -4.53  -1.33
Cl  2.66  -5.40  0.17
Cl  3.56  -4.85  -2.52
Cl  0.72  -5.02  -1.97
Cl  2.25  -2.80  -0.98
C  -6.43  6.52  -1.82
Cl  -5.49  7.92  -1.32
Cl  -5.76  5.83  -3.30
Cl  -6.37  5.29  -0.53
Cl  -8.10  7.00  -2.09
C  1.81  -6.40  -5.84
Cl  1.07  -6.91  -7.36
Cl  3.55  -6.20  -6.07
Cl  1.11  -4.86  -5.31
Cl  1.51  -7.63  -4.61
C  3.73  -11.25  -4.22
Cl  2.92  -12.26  -5.44
Cl  4.00  -9.63  -4.86
Cl  2.68  -11.15  -2.80
Cl  5.28  -11.98  -3.79
C  4.14  -11.58  1.34
Cl  3.63  -10.01  1.99
Cl  5.51  -12.19  2.28
Cl  2.80  -12.72  1.43
Cl  4.62  -11.37  -0.35
C  -0.47  -0.04  6.39
Cl  -0.94  0.56  4.80
Cl  -0.19  1.33  7.48
Cl  -1.75  -1.05  7.06
Cl  1.02  -0.99  6.24
C  -0.11  8.69  1.08
Cl  -1.85  8.91  0.82
Cl  0.16  8.18  2.75
Cl  0.49  7.46  -0.03
Cl  0.73  10.21  0.78
C  -3.21  -5.92  -0.88
Cl  -3.31  -5.42  -2.58
Cl  -3.04  -4.48  0.14
Cl  -4.68  -6.78  -0.43
Cl  -1.81  -6.96  -0.66
C  -5.68  -1.96  8.50
Cl  -6.67  -2.20  7.06
Cl  -4.10  -2.73  8.26
Cl  -5.45  -0.23  8.77
Cl  -6.48  -2.68  9.90
C  -3.02  5.31  7.56
Cl  -4.66  4.82  7.11
Cl  -3.02  5.96  9.20
Cl  -1.95  3.90  7.48
Cl  -2.45  6.55  6.43
C  -2.61  8.69  -5.19
Cl  -3.40  7.71  -6.44
Cl  -2.71  10.40  -5.63
Cl  -3.41  8.43  -3.64
Cl  -0.91  8.21  -5.06
C  3.33  2.70  11.09
Cl  2.87  3.32  9.50
Cl  3.58  4.05  12.20
Cl  2.03  1.67  11.71
Cl  4.81  1.76  10.95
C  3.66  -9.34  -9.59
Cl  4.73  -8.05  -9.05
Cl  4.43  -10.23  -10.91
Cl  3.33  -10.44  -8.24
Cl  2.14  -8.65  -10.16
C  5.96  -4.81  3.98
Cl  4.69  -4.97  2.75
Cl  6.85  -3.31  3.71
Cl  5.21  -4.78  5.58
Cl  7.07  -6.17  3.88

***

Number 1: energy -288468.6519 eV, molecular weight 814.30 g/mol. Number 2: energy -82547.3595 eV, molecular weight 618.61 g/mol. Number 3: energy -82490.3937 eV, molecular weight 825.10 g/mol. Number 4: energy -42723.1252 eV, molecular weight 450.45 g/mol. Number 5: energy -90089.3505 eV, molecular weight 803.69 g/mol. Number 6: energy -45179.1227 eV, molecular weight 565.95 g/mol. Number 7: energy -935903.1713 eV, molecular weight 2954.11 g/mol.